# 1
This record from OMol25 describes a molecular structure, C23H25N2O3OsS3. The level of theory is the ωB97M-V functional and the def2-TZVPD basis.

Each line ends with the Löwdin charge.
Positions of all 57 atoms, in Å:
Os: -0.24300 -0.20500 0.35190  1.11
C: 1.18030 0.25710 -2.74380  -0.05
N: 1.60500 0.01860 -1.36390  -0.25
C: 2.26690 1.16910 -0.74830  -0.16
C: 1.31720 2.36760 -0.61370  -0.13
N: 0.03050 2.04040 0.05200  -0.26
C: -0.00750 2.54010 1.43660  -0.06
C: -1.08650 2.59000 -0.71010  -0.29
C: -1.20830 3.95880 -0.90550  -0.02
C: -2.26410 4.48230 -1.63490  -0.05
C: -3.21730 3.63630 -2.18220  -0.06
C: -3.10250 2.27320 -2.01010  -0.09
C: -2.03730 1.73830 -1.28230  -0.56
S: -1.91380 -0.01150 -1.16410  0.67
C: 2.37280 -1.19720 -1.30100  -0.27
C: 3.66750 -1.25920 -1.79910  0.00
C: 4.36640 -2.45540 -1.81760  -0.03
C: 3.78610 -3.60950 -1.31200  -0.05
C: 2.50500 -3.56600 -0.80680  -0.08
C: 1.77950 -2.37130 -0.80550  -0.52
S: 0.16140 -2.44020 -0.17120  0.84
H: 2.02690 0.54940 -3.37420  0.11
H: 0.41500 1.02900 -2.77870  0.07
H: 0.74660 -0.66010 -3.13580  0.10
H: 3.12660 1.50510 -1.34250  0.13
H: 2.61780 0.85210 0.23690  0.12
H: 1.09190 2.75610 -1.60930  0.13
H: 1.84510 3.14540 -0.05460  0.14
H: 0.08370 3.62880 1.47800  0.10
H: 0.80860 2.09530 2.00640  0.07
H: -0.95660 2.25490 1.89560  0.11
H: -0.46850 4.62860 -0.49650  0.12
H: -2.33590 5.54820 -1.77650  0.11
H: -4.04780 4.04250 -2.73820  0.12
H: -3.82460 1.59050 -2.42840  0.11
H: 4.13630 -0.37070 -2.19400  0.12
H: 5.35910 -2.49080 -2.23860  0.12
H: 4.32920 -4.54100 -1.31660  0.12
H: 2.03680 -4.44880 -0.40130  0.11
C: -0.77880 0.67270 8.34170  -0.04
C: -0.36630 0.18450 6.99160  -0.26
C: 0.36260 0.99600 6.12620  -0.02
C: 0.70490 0.55350 4.85830  -0.05
C: 0.33500 -0.71550 4.46420  -0.28
C: -0.37590 -1.54560 5.31170  -0.04
C: -0.71980 -1.09670 6.57170  -0.01
S: 0.40080 -1.23080 2.77130  0.48
O: 0.92160 -2.55840 2.61950  -0.30
O: 1.18760 -0.22780 1.96440  -0.47
O: -1.00740 -1.07070 2.33110  -0.43
H: -0.73530 1.75700 8.39210  0.08
H: -0.11830 0.26930 9.10920  0.09
H: -1.78830 0.34200 8.57560  0.09
H: 0.63900 1.99140 6.43990  0.12
H: 1.24940 1.18790 4.17650  0.10
H: -0.66890 -2.52060 4.95820  0.12
H: -1.29510 -1.73200 7.22630  0.12

Cartesian forces, eV/Å:
-0.4 0.7 -2.2
-0.2 0.0 -0.2
0.0 -0.2 0.3
0.0 0.3 0.2
0.7 -0.3 -0.4
-0.3 -0.9 0.2
0.1 0.3 0.7
-0.8 -0.1 -0.5
0.0 0.0 0.1
0.1 -0.1 0.1
0.0 0.0 0.0
0.2 -0.1 0.2
0.2 0.3 0.1
0.3 -0.2 0.4
0.2 -0.3 0.1
-0.2 0.1 0.1
0.0 -0.1 0.1
0.0 0.0 0.0
-0.2 0.0 0.0
0.0 0.2 -0.2
0.0 0.4 0.0
0.0 0.0 0.0
0.0 0.0 0.0
0.0 0.0 0.0
0.0 0.0 0.1
0.1 0.0 -0.1
0.0 0.0 0.2
-0.1 0.0 -0.1
0.0 0.0 -0.1
-0.1 0.0 -0.1
0.0 0.0 0.0
0.1 0.1 0.1
0.0 0.1 0.0
-0.1 0.0 -0.1
-0.1 0.0 -0.1
0.0 0.1 -0.1
0.1 0.0 0.0
0.1 -0.1 0.0
0.0 -0.1 0.0
0.0 0.0 0.1
0.0 0.0 -0.2
-0.1 -0.2 0.0
0.2 0.2 -0.1
0.0 0.0 -0.5
0.0 -0.2 0.1
0.1 0.1 -0.2
0.3 -0.8 1.5
0.0 0.2 0.5
0.0 0.4 0.0
-0.3 0.0 -0.2
0.0 0.1 0.1
0.0 0.0 0.1
-0.1 0.0 0.0
0.1 0.1 0.0
0.1 0.1 0.0
-0.1 -0.2 0.1
-0.1 -0.1 0.1

Calculated values
Multiplicity = 5
Total charge = +1
Maximum force = 2.31 eV Å⁻¹
Frontier orbital gap (spin up / spin down) = 7.929 / 6.203 eV

***

# 2
This record from OMol25 describes C23H25N3O2 in the gas phase. The level of theory is the ωB97M-V functional and the def2-TZVPD basis.

Each line ends with the Löwdin charge.
Positions of all 53 atoms, in Å:
C: 1.53351 -0.04502 1.37728  0.00
C: 0.27659 0.72240 0.89901  -0.34
C: 0.56206 1.64495 -0.18161  -0.23
N: 0.76095 2.21266 -1.18274  0.21
C: -0.23817 1.62648 2.13675  -0.11
C: -0.23769 1.14279 3.46207  -0.02
C: -0.86726 1.82283 4.51613  0.02
C: -1.42466 3.09903 4.24322  -0.15
N: -2.17855 3.73218 5.28197  -0.31
O: -2.69271 4.85851 5.02713  0.05
O: -2.34365 3.13595 6.37726  0.05
C: -1.27921 3.68642 2.96523  0.03
C: -0.65777 2.94528 1.96039  -0.02
C: -0.74384 -0.15571 0.08386  -0.23
C: -0.17247 -0.99409 -1.03613  -0.07
C: 0.50941 -2.20381 -0.82741  -0.11
N: 1.49704 -2.62061 -1.65783  -0.14
C: 2.22372 -3.83983 -1.33718  -0.17
C: 2.72184 -4.55929 -2.58848  -0.18
C: 3.40597 -3.62051 -3.59593  -0.20
C: 2.60952 -2.33541 -3.83017  -0.18
C: 2.19555 -1.67047 -2.51846  -0.16
C: -1.95823 0.66755 -0.39554  -0.18
C: -2.89975 0.98524 0.59337  -0.05
C: -3.87472 1.94530 0.35064  -0.08
C: -3.92160 2.58980 -0.90329  -0.08
C: -3.10305 2.12584 -1.95124  -0.08
C: -2.12200 1.18012 -1.68868  -0.05
H: 1.54323 -0.39918 2.41522  0.07
H: 1.61435 -0.92677 0.75165  0.06
H: 2.43649 0.57526 1.24042  0.11
H: 0.22625 0.16751 3.71514  0.11
H: -0.96495 1.38756 5.52160  0.12
H: -1.69612 4.68054 2.84468  0.12
H: -0.55633 3.47661 1.00985  0.12
H: -0.87989 -0.72448 0.99767  0.14
H: -0.40000 -0.75670 -2.10288  0.10
H: 0.25043 -2.86528 0.00984  0.13
H: 1.57290 -4.51120 -0.75934  0.12
H: 3.10301 -3.59933 -0.71374  0.13
H: 1.88378 -5.06245 -3.08170  0.11
H: 3.43486 -5.34083 -2.29463  0.11
H: 4.40896 -3.36391 -3.23662  0.11
H: 3.52091 -4.13966 -4.56119  0.11
H: 3.20804 -1.61170 -4.39826  0.11
H: 1.71296 -2.54640 -4.42279  0.12
H: 1.55771 -0.79074 -2.70647  0.11
H: 3.10514 -1.31645 -1.99353  0.13
H: -2.87117 0.48501 1.55914  0.12
H: -4.52199 2.29016 1.15176  0.10
H: -4.66702 3.37735 -1.10563  0.10
H: -3.14376 2.59074 -2.92964  0.10
H: -1.45862 0.84577 -2.49015  0.10

Cartesian forces, eV/Å:
0.3 0.1 -0.5
1.1 2.7 0.8
2.0 1.6 -2.3
-0.3 -0.8 2.0
0.1 -0.7 -0.2
-0.3 -0.8 0.3
-0.1 0.8 -0.6
1.1 -1.6 -1.1
-2.1 1.9 2.0
1.3 -2.6 0.6
0.5 1.3 -2.5
-0.1 -0.8 1.6
-0.5 0.8 -0.4
-1.3 -1.3 0.0
0.4 -1.6 0.2
-1.1 2.3 -0.3
-0.4 -0.7 -0.2
0.3 -0.1 -0.1
0.0 -0.1 -0.3
-0.1 0.0 -0.1
-0.1 0.2 0.1
0.1 0.1 -0.2
-0.1 -0.5 1.3
-0.2 0.3 -0.4
0.2 0.8 -0.7
-0.3 -0.6 -0.2
-0.1 0.5 0.9
0.4 -0.4 0.2
-0.4 0.3 -0.3
0.4 -0.1 -0.1
-0.4 -0.3 0.0
-0.6 0.7 -0.3
0.2 0.3 -0.7
0.2 -0.1 -0.3
-0.1 -0.6 0.1
-1.7 -1.4 -0.2
0.8 0.4 1.2
0.6 0.4 0.1
0.2 0.3 -0.1
-0.1 0.1 0.0
0.0 0.1 0.1
-0.2 0.1 0.0
-0.1 0.0 0.0
0.1 0.1 0.4
-0.1 -0.2 0.0
0.0 0.0 0.1
0.4 -0.5 0.2
-0.2 -0.1 0.0
0.2 0.2 -0.1
-0.1 -0.2 -0.1
0.5 -0.5 0.2
-0.2 -0.1 0.0
-0.2 0.4 0.3

Calculated values
Total charge = 0
Relative energy (zero: lowest compared OMol25 entry of this formula, charge and spin) = 7.2268 eV
Maximum force = 3.48 eV Å⁻¹
Frontier orbital gap = 6.533 eV
Structure (SMILES) = C[C@](C#N)(c1ccc([N+](=O)[O-])cc1)[C@H](/C=C/N1CCCCC1)c1ccccc1

***

# 3
This record from OMol25 describes C23H25N3O3 in the gas phase. The level of theory is the ωB97M-V functional and the def2-TZVPD basis.

Each line ends with the Löwdin charge.
Positions of all 54 atoms, in Å:
C: -1.64991 1.95849 8.10653  -0.09
O: -0.30378 2.27801 7.85514  -0.08
C: 0.24310 1.90953 6.66249  -0.27
C: 1.58588 2.24633 6.48181  -0.01
C: 2.22788 1.91835 5.30643  -0.07
C: 1.55006 1.25863 4.29527  -0.05
C: 0.21347 0.91604 4.46252  -0.18
C: -0.52064 0.21104 3.39949  -0.18
C: -1.37499 -0.84758 3.70027  -0.04
C: -2.05323 -1.50149 2.68905  -0.07
C: -1.90575 -1.11919 1.36780  -0.01
C: -1.05721 -0.06218 1.05420  -0.20
N: -0.85041 0.38726 -0.25493  0.13
C: -1.40147 -0.06091 -1.41984  -0.43
O: -2.23111 -0.93917 -1.48637  0.08
C: -0.85586 0.69352 -2.63450  -0.23
C: 0.62508 0.35568 -2.86710  -0.12
C: 0.77390 -1.07996 -3.38827  -0.16
N: 0.02190 -1.34093 -4.59934  -0.16
C: 0.58470 -0.72367 -5.78824  -0.14
C: 1.90953 -1.32903 -6.09981  -0.30
C: 2.22308 -2.71112 -6.20851  0.00
C: 3.54934 -2.71074 -6.50799  -0.10
O: 3.99862 -1.45333 -6.57515  -0.03
N: 2.97605 -0.60565 -6.31654  0.10
C: -1.38323 -1.05413 -4.38778  -0.18
C: -1.66263 0.37259 -3.89731  -0.12
C: -0.36928 0.59171 2.07229  0.03
C: -0.43535 1.24307 5.65164  0.03
H: -1.81679 0.87641 8.09034  0.10
H: -2.32021 2.44026 7.38709  0.10
H: -1.86158 2.33907 9.10457  0.09
H: 2.09782 2.76242 7.27815  0.12
H: 3.26820 2.17758 5.17638  0.10
H: 2.06429 0.98769 3.38555  0.11
H: -1.48685 -1.16978 4.72459  0.11
H: -2.70873 -2.32551 2.92893  0.11
H: -2.43985 -1.62830 0.58429  0.10
H: -0.19679 1.15526 -0.32666  0.14
H: -0.94924 1.76597 -2.41618  0.15
H: 1.20371 0.46140 -1.94716  0.11
H: 1.03940 1.05197 -3.59948  0.12
H: 1.82847 -1.29471 -3.57691  0.12
H: 0.41210 -1.77925 -2.62797  0.13
H: -0.09562 -0.93486 -6.61994  0.13
H: 0.71467 0.36731 -5.72226  0.12
H: 1.55933 -3.53695 -6.07360  0.11
H: 4.25979 -3.49181 -6.69173  0.12
H: -1.92185 -1.23685 -5.32047  0.12
H: -1.74865 -1.75885 -3.63777  0.11
H: -1.40277 1.09171 -4.67760  0.11
H: -2.72763 0.46869 -3.68335  0.12
H: 0.27881 1.42343 1.83007  0.12
H: -1.47776 0.98653 5.75788  0.11

Cartesian forces, eV/Å:
-0.2 -0.1 0.0
0.3 0.0 -0.2
0.2 0.0 0.0
-0.1 0.0 0.1
0.0 0.1 0.1
-0.1 -0.1 -0.1
0.3 0.2 0.2
-0.2 -0.2 -0.3
0.0 0.0 0.1
0.1 0.1 0.1
-0.1 -0.1 -0.2
-0.1 -0.2 0.3
0.3 0.3 0.2
0.2 0.5 -0.2
-0.2 -0.2 0.0
-0.1 0.1 -0.2
0.0 -0.2 -0.1
0.2 0.1 0.2
0.1 -0.1 -0.2
0.0 0.2 0.0
0.5 -0.2 -0.2
0.6 0.1 -0.1
-0.8 -0.1 0.2
0.5 -0.5 -0.1
-0.8 0.9 0.2
-0.3 0.0 0.0
0.0 -0.2 0.2
-0.1 -0.1 0.0
-0.1 0.0 0.2
0.0 0.0 0.0
0.0 0.0 0.0
0.0 0.0 -0.1
0.1 0.1 0.1
0.1 0.0 0.0
0.0 0.0 -0.1
0.0 0.0 0.1
0.0 -0.1 0.0
0.0 0.0 0.0
-0.1 -0.1 -0.1
0.0 -0.1 0.0
0.1 0.1 0.0
0.0 0.1 0.1
0.0 0.0 0.1
0.1 0.0 0.0
0.0 0.1 0.1
0.0 -0.1 -0.1
-0.1 -0.2 0.0
0.2 -0.1 0.0
0.0 0.0 0.0
-0.1 0.1 -0.1
0.0 0.1 0.0
0.0 0.1 -0.1
0.1 0.1 0.0
-0.1 0.0 0.0

Calculated values
Total charge = 0
Relative energy (zero: lowest compared OMol25 entry of this formula, charge and spin) = 3.7808 eV
Maximum force = 1.21 eV Å⁻¹
Frontier orbital gap = 8.950 eV
Structure (SMILES) = COc1cccc(-c2cccc(NC(=O)C3CCN(Cc4ccon4)CC3)c2)c1

***

# 4
This record from OMol25 describes C23H25N5O4S in the gas phase. The level of theory is the ωB97M-V functional and the def2-TZVPD basis.

Each line ends with the Löwdin charge.
Positions of all 58 atoms, in Å:
C: -0.89356 10.01613 -3.33687  -0.11
C: -0.90935 9.20786 -2.04523  -0.27
C: -0.84787 7.69787 -2.27908  -0.21
C: 0.47959 7.24722 -2.90079  -0.12
C: 0.52129 5.73434 -3.00553  -0.47
O: 0.29742 5.13504 -4.02982  0.09
N: 0.81124 5.13690 -1.80650  0.13
C: 0.91863 3.78284 -1.50169  -0.21
C: 1.19743 3.43409 -0.17870  -0.02
C: 1.31835 2.11122 0.19146  -0.03
C: 1.17189 1.10089 -0.75691  -0.15
C: 1.33878 -0.34293 -0.43806  -0.41
O: 1.77495 -1.13793 -1.24155  0.09
N: 0.93876 -0.67422 0.83470  0.13
C: 1.01622 -1.90143 1.48379  -0.20
C: 1.65760 -3.01004 0.92772  0.02
C: 1.72163 -4.19301 1.63846  -0.05
C: 1.14709 -4.27118 2.89111  -0.31
S: 1.21979 -5.78439 3.81800  0.68
O: 2.10124 -6.72611 3.20308  -0.27
O: 1.39321 -5.49794 5.21126  -0.29
N: -0.38399 -6.35400 3.72264  -0.01
C: -0.85061 -6.83813 2.53790  -0.43
N: -0.27802 -6.35404 1.44191  0.13
C: -0.73099 -6.82027 0.28963  -0.10
C: -1.75142 -7.75030 0.21209  -0.02
C: -2.30278 -8.17657 1.42106  -0.33
C: -3.41671 -9.16964 1.47385  -0.03
N: -1.84878 -7.71702 2.57831  0.17
C: 0.50785 -3.18640 3.45837  -0.05
C: 0.44263 -2.00019 2.75531  -0.01
C: 0.91768 1.45541 -2.08030  0.00
C: 0.77919 2.77525 -2.45495  0.01
H: -1.03975 11.07169 -3.12038  0.07
H: 0.05425 9.90732 -3.85714  0.07
H: -1.69120 9.68851 -3.99950  0.08
H: -0.06951 9.51218 -1.41566  0.11
H: -1.82863 9.43162 -1.49926  0.10
H: -1.66490 7.39884 -2.93832  0.12
H: -0.99303 7.18867 -1.32195  0.11
H: 0.56905 7.64995 -3.90876  0.12
H: 1.31602 7.60916 -2.29858  0.12
H: 0.96780 5.75609 -1.02251  0.14
H: 1.32758 4.21130 0.56209  0.11
H: 1.56939 1.87803 1.21678  0.11
H: 0.49070 0.05783 1.36842  0.13
H: 2.09562 -2.93088 -0.05312  0.10
H: 2.20791 -5.06698 1.23921  0.11
H: -0.76960 -6.77281 4.55489  0.13
H: -0.25033 -6.41932 -0.59324  0.12
H: -2.10884 -8.12677 -0.73193  0.11
H: -3.71930 -9.32576 2.50462  0.08
H: -3.08970 -10.11624 1.04684  0.08
H: -4.26567 -8.81365 0.89315  0.08
H: 0.08379 -3.28280 4.44475  0.12
H: -0.05153 -1.14145 3.18787  0.11
H: 0.82857 0.66926 -2.81413  0.12
H: 0.57290 3.03690 -3.47881  0.10

Cartesian forces, eV/Å:
0.0 0.0 0.2
-0.1 -0.1 -0.2
0.2 0.2 0.1
-0.3 -0.1 -0.1
0.2 0.5 0.1
-0.1 -0.2 -0.2
0.1 0.1 0.4
0.0 -0.4 0.1
-0.1 0.1 -0.1
0.0 -0.1 -0.2
0.0 0.3 -0.2
-0.1 0.1 0.2
0.0 -0.1 -0.1
-0.2 0.3 0.2
0.1 -0.4 0.2
0.1 0.0 -0.1
0.0 0.1 0.1
0.2 -0.5 0.3
-0.4 -0.2 0.3
-0.1 0.2 -0.3
-0.3 0.2 0.0
0.9 0.5 0.4
-0.4 -0.3 -1.2
0.1 -0.1 0.1
-0.2 -0.2 0.0
0.1 0.1 0.1
0.1 0.1 -0.2
0.0 0.0 0.0
0.0 0.0 0.5
0.0 0.1 0.0
0.0 0.0 -0.1
0.1 -0.1 0.3
0.0 0.1 -0.2
0.0 0.1 -0.1
0.1 0.0 -0.1
-0.1 0.0 -0.1
0.0 0.0 0.1
0.0 0.0 0.1
-0.1 -0.1 0.0
-0.1 0.0 0.0
0.1 -0.1 0.0
0.0 0.0 0.0
0.0 -0.1 -0.2
0.0 0.1 0.1
0.0 0.0 0.1
0.1 -0.1 -0.2
0.0 0.0 0.0
0.1 -0.1 -0.1
0.2 0.0 0.2
0.0 0.0 -0.1
0.0 0.0 -0.1
0.0 0.0 0.0
0.0 -0.1 0.0
-0.1 0.0 0.0
-0.1 0.1 0.1
0.0 0.1 0.1
0.0 -0.1 -0.1
0.0 0.0 0.0

Calculated values
Total charge = 0
Relative energy (zero: lowest compared OMol25 entry of this formula, charge and spin) = 0.0840 eV
Maximum force = 1.27 eV Å⁻¹
Frontier orbital gap = 8.964 eV
Structure (SMILES) = CCCCC(=O)Nc1ccc(C(=O)Nc2ccc(S(=O)(=O)Nc3nccc(C)n3)cc2)cc1

***

Q: Among the records above, which one has the highest total charge?
A: C23H25N2O3OsS3